(1)
Formula: C23H13N3O2S
Source: OMol25
Level of theory: wB97M-V/def2-TZVPD

Geometry as XYZ:
```
42
Properties=species:S:1:pos:R:3:forces:R:3
S -0.458 1.772 -5.035 0.72 -0.90 -1.24
O 2.635 1.052 -0.667 0.23 0.35 2.28
O 2.448 1.327 1.588 -0.28 -0.24 -0.44
N -1.102 -3.473 -5.151 0.37 0.65 0.77
N -0.204 -1.742 -0.875 1.13 1.92 1.87
N -1.068 -3.560 -1.673 -0.87 -1.41 -1.71
C 2.023 0.861 0.382 -0.15 -0.39 -3.42
C -0.799 -2.715 -4.328 -0.50 -0.53 -0.91
C 0.187 1.707 -6.702 0.14 -1.28 1.06
C 0.313 -0.518 -0.961 -0.46 0.42 -2.99
C 0.016 1.221 4.979 -0.54 -0.59 -0.43
C 0.317 0.705 2.591 1.31 0.06 -0.11
C -0.481 -1.839 -3.246 0.08 0.13 -0.80
C -0.505 0.720 3.770 0.17 -0.15 -0.93
C 0.313 0.162 -2.214 1.00 0.20 -0.42
C 1.618 1.249 2.667 -1.62 -0.67 0.04
C -1.816 0.220 3.725 -0.91 -0.20 2.12
C -2.073 0.661 6.104 0.69 0.32 -1.56
C 1.347 1.616 5.031 1.34 0.57 -0.55
C -0.049 0.037 1.361 0.70 0.25 -0.36
C 0.848 -0.343 -5.757 -0.19 0.85 -0.99
C -0.802 1.221 6.103 -1.89 -1.01 0.51
C -0.586 -2.346 -1.951 -0.14 -0.12 -0.54
C 0.768 0.089 0.261 -0.71 0.88 3.44
C -2.598 0.152 4.880 1.39 0.93 0.00
C 0.165 0.148 -4.687 -0.08 0.60 -1.10
C 2.123 1.676 3.891 -0.14 0.39 1.15
C -0.028 -0.535 -3.409 0.26 1.11 1.99
C 0.860 0.529 -6.930 -0.59 0.23 1.07
H 1.307 0.263 -7.894 -0.15 0.13 0.52
H -2.695 0.667 6.976 -0.07 0.01 0.41
H -1.079 -4.176 -2.482 -0.13 -0.36 0.66
H -0.978 -0.521 1.328 0.11 0.09 -0.21
H -0.464 1.614 7.021 0.65 0.48 0.88
H 3.111 2.092 3.958 0.35 -0.11 -0.14
H -0.681 -3.857 -0.810 0.01 -0.88 0.61
H -2.232 -0.174 2.841 -0.32 -0.22 -0.98
H -0.002 2.467 -7.446 -0.06 0.19 0.33
H 0.785 1.166 -2.373 -0.62 -1.11 0.62
H 1.781 1.878 5.994 -0.08 0.14 -0.24
H -3.617 -0.184 4.878 -0.23 -0.34 -0.27
H 1.351 -1.288 -5.740 0.08 -0.40 0.01
```
Forces are in eV/Å.

The SMILES is N#Cc1c(-c2cccs2)cc(-c2cc3c(ccc4ccccc43)oc2=O)nc1N. The calculation puts the LUMO energy at -0.030 Ha. The value obtained for the energy above the lowest of the compared OMol25 structures with the same formula, charge and spin is 0.0000 eV. The calculated total energy is -43462.3787 eV.

Atomic partial charges in e from the Löwdin method, atoms 1 to 8:
1. S 1.001
2. O 0.101
3. O 0.150
4. N 0.171
5. N 0.175
6. N 0.158
7. C -0.362
8. C -0.181

(2)
Formula: C3H9S
Source: OMol25
Level of theory: wB97M-V/def2-TZVPD

Geometry as XYZ:
```
13
Properties=species:S:1:pos:R:3:forces:R:3
S 0.127 3.241 -1.647 -0.11 -0.14 -0.79
C 0.394 -1.868 0.843 -1.51 0.45 -1.08
C 0.180 -3.399 0.870 1.47 0.48 -0.63
C -0.725 -1.093 1.612 1.53 0.03 -0.07
H 0.331 -1.582 -0.211 -0.08 0.15 0.07
H -0.212 -0.482 2.354 -0.36 -0.18 0.52
H 1.376 -1.495 1.122 0.14 -0.51 0.38
H -1.389 -1.828 2.055 -0.31 0.31 0.27
H 0.453 -3.798 -0.113 0.00 -0.07 0.08
H -0.047 3.048 -3.001 0.10 0.11 0.81
H -0.854 -3.686 1.020 -0.02 -0.01 0.46
H -1.242 -0.352 1.014 -0.27 -0.26 -0.36
H 0.906 -3.841 1.555 -0.57 -0.36 0.35
```
Forces are in eV/Å.

The calculation puts the LUMO energy at 0.123 Ha. The value obtained for the energy above the lowest of the compared OMol25 structures with the same formula, charge and spin is 0.5659 eV. The charge is -1. The calculated total energy is -14092.5905 eV.

Atomic partial charges in e from the Löwdin method, atoms 1 to 8:
1. S -0.496
2. C -0.294
3. C -0.132
4. C -0.108
5. H 0.091
6. H 0.057
7. H 0.091
8. H 0.049